1.
Here is one molecule with the formula C7H14 at a distorted geometry from the OMol25 dataset. Energies are from ωB97M-V/def2-TZVPD.

Summary:
Orbital gap: 9.469 eV
Highest occupied orbital energy: -8.4313 eV
Lowest unoccupied orbital energy: 1.0375 eV
Structure (SMILES): C[C@@H]1[C@H](C)C1(C)C

Structure (ORCA input):
```
! RIJCOSX wB97M-V def2-TZVPD def2/J DEFGRID3
* xyz 0 1
C 1.26 0.94 1.22
C 1.16 -0.25 0.31
C 0.52 -0.21 -1.03
C 0.43 1.07 -1.82
C -0.40 -0.54 0.08
C -1.47 0.44 0.48
C -0.82 -1.95 0.46
H 1.54 1.90 0.77
H 1.90 0.75 2.08
H 0.22 1.07 1.57
H 1.77 -1.12 0.56
H 0.76 -1.07 -1.64
H -0.38 0.99 -2.56
H 1.37 1.23 -2.34
H 0.23 1.95 -1.20
H -1.98 0.27 1.45
H -1.99 -0.03 -0.39
H -1.44 1.51 0.23
H -0.23 -2.67 -0.11
H -0.57 -2.05 1.52
H -1.88 -2.22 0.36
*
```

2.
Here is a 2-piece molecular cluster, C4H9NO overall at a distorted geometry from the OMol25 dataset. Energies are from ωB97M-V/def2-TZVPD.

Summary:
Orbital gap: 7.693 eV
Highest occupied orbital energy: -6.9592 eV
Lowest unoccupied orbital energy: 0.7336 eV
Structure (SMILES): C=C/C=C/N.O

Structure (ORCA input):
```
! RIJCOSX wB97M-V def2-TZVPD def2/J DEFGRID3
* xyz 0 1
C -1.82 0.09 -1.85
C -1.27 0.48 -0.67
C -0.70 -0.44 0.30
C 0.17 0.04 1.27
N 0.92 -0.68 2.15
H -2.45 0.71 -2.36
H -1.66 -0.94 -2.43
H -1.30 1.64 -0.39
H -0.71 -1.53 0.29
H 0.29 1.17 1.21
H 1.87 -0.40 2.32
H 0.78 -1.69 2.15
O 1.78 0.28 -0.41
H 2.22 0.03 -1.22
H 1.89 1.23 -0.36
*
```

3.
Here is one molecule with the formula C2H5BrSi at a distorted geometry from the OMol25 dataset. Energies are from ωB97M-V/def2-TZVPD.

Summary:
Orbital gap: 10.485 eV
Highest occupied orbital energy: -9.8753 eV
Lowest unoccupied orbital energy: 0.6100 eV
Structure (SMILES): [SiH3]/C=C/Br

Structure (ORCA input):
```
! RIJCOSX wB97M-V def2-TZVPD def2/J DEFGRID3
* xyz 0 1
Si 0.41 -1.32 -0.27
C 0.07 0.45 0.48
C -0.59 1.39 -0.15
Br -0.88 3.21 0.69
H -0.18 -1.61 -1.71
H -0.32 -2.34 0.79
H 1.99 -1.53 -0.13
H 0.53 0.57 1.37
H -1.05 1.17 -1.06
*
```

4.
Here is C25H24Cl2FeN4O2S2 as an isolated structure from the OMol25 dataset. Energies are from ωB97M-V/def2-TZVPD.

Summary:
Orbital gap (spin up / spin down): 5.413 / 6.345 eV
Highest occupied orbital energy (spin up / spin down): -10.5589 / -10.5742 eV
Lowest unoccupied orbital energy (spin up / spin down): -5.1454 / -4.2297 eV

Structure (ORCA input):
```
! RIJCOSX wB97M-V def2-TZVPD def2/J DEFGRID3
* xyz 1 2
Fe 0.39 0.06 -0.96
C -0.38 4.28 -3.36
C -0.40 2.78 -3.25
C 0.76 2.04 -3.49
C 0.75 0.65 -3.47
C 1.97 -0.12 -3.89
C -0.46 -0.01 -3.15
C -1.63 0.72 -2.87
C -2.92 0.01 -2.61
C -1.57 2.11 -2.93
H -0.50 4.58 -4.40
H 0.57 4.70 -3.01
H -1.19 4.74 -2.79
H 1.68 2.56 -3.73
H 2.03 -0.12 -4.98
H 1.93 -1.16 -3.56
H 2.88 0.33 -3.50
H -0.54 -1.08 -3.29
H -3.48 -0.08 -3.55
H -3.55 0.55 -1.90
H -2.76 -0.99 -2.22
H -2.48 2.68 -2.72
Cl 0.74 -2.26 -1.20
C 2.22 -2.54 -0.32
C 2.67 -3.84 -0.19
C 3.84 -4.05 0.53
C 4.52 -2.98 1.10
C 4.03 -1.70 0.96
Cl 4.90 -0.39 1.67
C 2.86 -1.44 0.24
S 2.24 0.19 0.06
H 2.12 -4.65 -0.64
H 4.22 -5.05 0.64
H 5.43 -3.15 1.65
N -0.76 -2.01 6.37
C -1.12 -1.79 5.07
C -2.07 -0.82 4.75
C -2.42 -0.58 3.44
C -1.82 -1.32 2.43
C -0.87 -2.30 2.72
C -0.52 -2.53 4.03
S -2.23 -1.01 0.77
O -2.02 -2.19 -0.02
O -3.47 -0.30 0.71
N -1.03 0.03 0.24
C -0.98 1.36 0.52
N 0.01 1.86 -0.25
C 0.33 3.14 -0.14
C -0.38 3.95 0.73
C -1.39 3.34 1.47
N -1.70 2.05 1.39
H -1.31 -1.61 7.11
H -0.22 -2.82 6.60
H -2.54 -0.25 5.54
H -3.15 0.17 3.18
H -0.43 -2.88 1.93
H 0.21 -3.29 4.28
H 1.14 3.51 -0.75
H -0.15 5.00 0.84
H -1.97 3.92 2.18
*
```

5.
Here is one molecule with the formula C5H5N at a distorted geometry from the OMol25 dataset. Energies are from ωB97M-V/def2-TZVPD.

Summary:
Orbital gap: 10.835 eV
Highest occupied orbital energy: -10.1611 eV
Lowest unoccupied orbital energy: 0.6740 eV
Structure (SMILES): CC#CCC#N

Structure (ORCA input):
```
! RIJCOSX wB97M-V def2-TZVPD def2/J DEFGRID3
* xyz 0 1
C -2.36 -0.05 -0.78
C -0.95 -0.18 -0.41
C 0.21 -0.23 -0.07
C 1.54 -0.02 0.51
C 2.70 0.08 -0.38
N 3.71 0.22 -0.92
H -2.47 0.57 -1.68
H -2.91 0.46 0.02
H -2.84 -1.02 -0.96
H 1.50 0.95 1.03
H 1.80 -0.76 1.27
*
```

6.
Here is C3H7NOP as an isolated structure at a distorted geometry from the OMol25 dataset. Energies are from ωB97M-V/def2-TZVPD.

Summary:
Orbital gap: 8.538 eV
Highest occupied orbital energy: -14.4809 eV
Lowest unoccupied orbital energy: -5.9426 eV

Structure (ORCA input):
```
! RIJCOSX wB97M-V def2-TZVPD def2/J DEFGRID3
* xyz 1 1
C 0.28 -1.64 -0.73
C 0.55 -1.25 0.69
C -0.70 -1.08 0.40
N -0.66 1.92 0.11
O -2.70 0.55 -0.16
P -2.49 -0.96 -0.04
H 0.67 -0.99 -1.60
H 0.20 -2.56 -1.26
H 1.24 -1.20 1.47
H -0.55 1.88 -1.04
H 0.09 1.37 0.66
H -1.86 1.31 0.06
H -0.78 2.89 0.32
*
```